Record 1
{
  "formula": "C35H37F5OP2PdTe",
  "method": "ωB97M-V/def2-TZVPD",
  "symbols": ["Pd", "C", "C", "C", "C", "C", "C", "C", "C", "C", "H", "H", "H", "H", "H", "H", "H", "H", "H", "H", "H", "H", "H", "H", "H", "P", "P", "C", "C", "C", "C", "C", "C", "C", "C", "C", "C", "C", "C", "C", "C", "C", "C", "C", "C", "C", "C", "C", "C", "C", "C", "C", "C", "H", "H", "H", "H", "H", "H", "H", "H", "H", "H", "H", "H", "H", "H", "H", "H", "H", "H", "H", "H", "H", "H", "F", "Te", "F", "F", "F", "F", "O"],
  "positions_angstrom": [[-3.925, 3.182, 2.690], [-3.230, 5.262, 2.964], [-2.379, 4.631, 2.056], [-1.009, 4.134, 2.433], [-0.934, 2.634, 2.774], [-2.143, 2.147, 3.508], [-2.772, 2.842, 4.544], [-2.312, 4.157, 5.105], [-2.913, 5.421, 4.424], [-4.895, 1.458, 2.460], [-4.021, 5.909, 2.577], [-2.596, 4.753, 0.988], [-0.646, 4.710, 3.293], [-0.317, 4.333, 1.601], [-0.827, 2.040, 1.855], [-0.026, 2.429, 3.359], [-2.413, 1.098, 3.376], [-3.492, 2.286, 5.154], [-1.217, 4.217, 5.091], [-2.616, 4.183, 6.164], [-3.849, 5.678, 4.940], [-2.230, 6.272, 4.572], [-5.934, 1.784, 2.305], [-4.759, 0.941, 3.425], [-4.459, 0.909, 1.608], [1.839, -1.408, -3.803], [1.613, -4.027, -1.471], [3.120, -1.920, -2.628], [2.973, -2.848, -1.641], [2.820, -0.964, -5.291], [4.159, -0.557, -5.225], [4.852, -0.220, -6.394], [4.213, -0.281, -7.636], [2.874, -0.689, -7.708], [2.180, -1.044, -6.549], [1.383, 0.259, -3.144], [0.670, 0.274, -1.927], [0.321, 1.490, -1.339], [0.684, 2.698, -1.952], [1.375, 2.683, -3.169], [1.696, 1.468, -3.783], [2.593, -5.605, -1.476], [3.156, -5.980, -2.714], [3.950, -7.122, -2.808], [4.188, -7.913, -1.676], [3.616, -7.554, -0.449], [2.798, -6.421, -0.354], [1.206, -3.881, 0.309], [-0.088, -4.276, 0.710], [-0.443, -4.214, 2.060], [0.476, -3.747, 3.010], [1.754, -3.351, 2.608], [2.118, -3.399, 1.256], [4.076, -1.387, -2.685], [3.799, -2.981, -0.928], [4.669, -0.496, -4.268], [5.893, 0.091, -6.326], [4.758, -0.016, -8.546], [2.371, -0.732, -8.676], [1.141, -1.377, -6.605], [0.400, -0.670, -1.447], [-0.237, 1.496, -0.400], [0.423, 3.649, -1.480], [1.665, 3.619, -3.646], [2.199, 1.467, -4.751], [2.977, -5.361, -3.595], [4.388, -7.398, -3.770], [4.814, -8.806, -1.751], [3.805, -8.159, 0.439], [2.333, -6.173, 0.601], [-0.799, -4.632, -0.038], [-1.440, -4.531, 2.371], [0.192, -3.690, 4.064], [2.479, -2.997, 3.341], [3.105, -3.066, 0.950], [-7.840, 4.236, 5.532], [-6.985, 4.708, 3.894], [-6.160, 6.227, 4.708], [-8.468, 5.845, 3.548], [-7.925, 3.364, 2.926], [-6.269, 5.300, 2.229], [-5.544, 3.611, 4.223]],
  "lowdin_spin": [1.04, 0.04, 0.04, 0.00, 0.02, 0.10, 0.12, 0.01, 0.01, 0.35, 0.00, 0.01, 0.00, 0.00, 0.00, 0.00, 0.01, 0.00, 0.00, 0.00, 0.00, 0.00, 0.03, 0.02, 0.05, 0.00, 0.00, 0.00, 0.00, 0.00, 0.00, 0.00, 0.00, 0.00, 0.00, 0.00, 0.00, 0.00, 0.00, 0.00, 0.00, 0.00, 0.00, 0.00, 0.00, 0.00, 0.00, 0.00, 0.00, 0.00, 0.00, 0.00, 0.00, 0.00, 0.00, 0.00, 0.00, 0.00, 0.00, 0.00, 0.00, 0.00, 0.00, 0.00, 0.00, 0.00, 0.00, 0.00, 0.00, 0.00, 0.00, 0.00, 0.00, 0.00, 0.00, 0.01, 0.01, 0.00, 0.00, 0.00, 0.01, 0.09],
  "lumo_ev": [-0.7, -2.6],
  "e_above_lowest_kj_mol": 0.0,
  "orbital_gap_ev": [7.035, 5.557],
  "s2": 2.0052,
  "multiplicity": 3
}

---

Record 2
{
  "formula": "C35H37F5OP2SrTe",
  "method": "ωB97M-V/def2-TZVPD",
  "symbols": ["Sr", "C", "C", "C", "C", "C", "C", "C", "C", "C", "H", "H", "H", "H", "H", "H", "H", "H", "H", "H", "H", "H", "H", "H", "H", "P", "P", "C", "C", "C", "C", "C", "C", "C", "C", "C", "C", "C", "C", "C", "C", "C", "C", "C", "C", "C", "C", "C", "C", "C", "C", "C", "C", "H", "H", "H", "H", "H", "H", "H", "H", "H", "H", "H", "H", "H", "H", "H", "H", "H", "H", "H", "H", "H", "H", "F", "Te", "F", "F", "F", "F", "O"],
  "positions_angstrom": [[1.481, -1.712, 1.937], [-3.201, 0.400, 6.013], [-3.116, 0.396, 4.685], [-3.414, 1.526, 3.767], [-2.099, 2.041, 3.097], [-1.168, 2.690, 4.113], [-1.422, 3.057, 5.381], [-2.653, 2.952, 6.236], [-3.013, 1.581, 6.897], [2.623, 0.465, 3.286], [-3.378, -0.568, 6.513], [-2.693, -0.450, 4.108], [-3.919, 2.352, 4.293], [-4.106, 1.222, 2.954], [-1.624, 1.177, 2.587], [-2.317, 2.807, 2.325], [-0.158, 2.856, 3.700], [-0.573, 3.581, 5.888], [-3.529, 3.402, 5.767], [-2.404, 3.611, 7.059], [-2.225, 1.362, 7.650], [-3.969, 1.699, 7.465], [3.098, -0.530, 3.600], [2.045, 0.898, 4.120], [3.411, 1.198, 3.035], [0.170, -2.365, -2.519], [2.214, 0.262, -3.039], [-0.396, -0.772, -3.209], [0.445, 0.247, -3.508], [-0.549, -3.436, -3.873], [-1.654, -3.064, -4.657], [-2.083, -3.864, -5.726], [-1.452, -5.084, -5.987], [-0.362, -5.476, -5.200], [0.102, -4.656, -4.168], [-1.014, -2.452, -1.117], [-0.807, -1.566, -0.031], [-1.648, -1.621, 1.086], [-2.729, -2.522, 1.098], [-2.934, -3.392, 0.019], [-2.062, -3.374, -1.075], [2.750, 0.901, -4.721], [2.505, 0.104, -5.858], [2.888, 0.536, -7.131], [3.510, 1.788, -7.291], [3.710, 2.610, -6.173], [3.345, 2.160, -4.898], [2.241, 1.840, -2.101], [3.389, 2.075, -1.315], [3.508, 3.258, -0.589], [2.471, 4.208, -0.617], [1.339, 3.975, -1.398], [1.211, 2.793, -2.129], [-1.465, -0.649, -3.388], [0.096, 1.118, -4.075], [-2.181, -2.132, -4.454], [-2.916, -3.524, -6.344], [-1.815, -5.717, -6.796], [0.127, -6.430, -5.401], [0.978, -4.947, -3.585], [-0.029, -0.793, -0.092], [-1.511, -0.921, 1.932], [-3.413, -2.531, 1.955], [-3.779, -4.089, 0.030], [-2.212, -4.070, -1.900], [1.976, -0.840, -5.744], [2.694, -0.098, -8.003], [3.828, 2.115, -8.287], [4.145, 3.607, -6.300], [3.488, 2.826, -4.050], [4.197, 1.342, -1.303], [4.413, 3.456, -0.013], [2.550, 5.121, -0.023], [0.542, 4.722, -1.454], [0.329, 2.633, -2.737], [1.593, -2.268, 7.668], [1.465, -1.675, 5.803], [2.250, -3.192, 3.351], [0.953, 0.043, 6.538], [-0.379, -2.245, 6.006], [3.304, -1.077, 6.281], [0.987, -0.908, 4.039]],
  "mulliken_charge": [1.88, -0.60, 0.07, -0.77, 0.21, -0.46, -0.16, -1.04, -0.47, -1.23, 0.35, 0.09, 0.32, 0.40, -0.41, 0.41, 0.34, 0.27, 0.40, 0.38, 0.33, 0.32, 0.55, 0.30, 0.28, 0.16, 0.01, -0.73, -0.85, 0.31, 0.17, -0.64, -0.45, -0.51, -0.54, 0.05, -0.86, 0.43, -0.79, -0.68, -0.36, 0.28, -0.33, -0.68, -0.39, -0.66, -0.17, 0.53, -0.55, -0.61, -0.50, -0.74, 0.12, 0.67, 0.82, 0.20, 0.38, 0.37, 0.38, 0.35, 1.12, -0.24, 0.48, 0.38, 0.39, 0.42, 0.36, 0.35, 0.36, 0.29, 0.39, 0.44, 0.40, 0.39, 0.33, -0.44, 1.74, -0.91, -0.43, -0.47, -0.49, -0.82],
  "lumo_ev": [-1.7, -2.1],
  "e_above_lowest_kj_mol": 143.1,
  "orbital_gap_ev": [6.517, 6.119]
}

---

Record 3
{
  "formula": "C35H37FMoP2",
  "method": "ωB97M-V/def2-TZVPD",
  "symbols": ["Mo", "C", "C", "C", "C", "C", "C", "C", "C", "C", "H", "H", "H", "H", "H", "H", "H", "H", "H", "H", "H", "H", "H", "H", "H", "P", "P", "C", "C", "C", "C", "C", "C", "C", "C", "C", "C", "C", "C", "C", "C", "C", "C", "C", "C", "C", "C", "C", "C", "C", "C", "C", "C", "H", "H", "H", "H", "H", "H", "H", "H", "H", "H", "H", "H", "H", "H", "H", "H", "H", "H", "H", "H", "H", "H", "F"],
  "positions_angstrom": [[0.236, 0.260, 5.849], [-1.791, -0.248, 6.737], [-1.789, -0.407, 5.318], [-2.329, 0.591, 4.285], [-1.294, 1.576, 3.669], [-0.256, 2.063, 4.656], [-0.552, 2.296, 6.022], [-1.921, 2.282, 6.655], [-2.326, 0.988, 7.407], [1.611, -0.372, 4.389], [-1.630, -1.157, 7.344], [-1.776, -1.434, 4.930], [-3.211, 1.172, 4.609], [-2.724, 0.019, 3.429], [-0.830, 1.117, 2.769], [-1.856, 2.458, 3.275], [0.617, 2.545, 4.220], [0.209, 2.775, 6.637], [-2.700, 2.532, 5.922], [-1.887, 3.083, 7.415], [-1.950, 1.054, 8.441], [-3.427, 0.977, 7.518], [2.342, -0.801, 5.126], [2.070, 0.503, 3.897], [1.315, -1.135, 3.646], [-0.035, -2.105, -2.523], [1.859, 0.420, -2.905], [-0.731, -0.538, -3.106], [0.106, 0.511, -3.345], [-0.712, -3.315, -3.752], [-1.820, -3.035, -4.567], [-2.356, -4.030, -5.396], [-1.735, -5.274, -5.523], [-0.548, -5.503, -4.816], [-0.040, -4.543, -3.941], [-1.050, -2.259, -1.007], [-0.699, -1.387, 0.050], [-1.370, -1.473, 1.266], [-2.385, -2.431, 1.434], [-2.744, -3.281, 0.378], [-2.078, -3.197, -0.848], [2.557, 1.117, -4.516], [2.476, 0.306, -5.668], [2.981, 0.768, -6.885], [3.581, 2.026, -6.980], [3.659, 2.830, -5.840], [3.150, 2.385, -4.615], [2.027, 1.862, -1.804], [3.204, 1.934, -1.027], [3.416, 3.022, -0.189], [2.446, 4.024, -0.085], [1.267, 3.947, -0.831], [1.044, 2.855, -1.676], [-1.826, -0.508, -3.229], [-0.214, 1.404, -3.909], [-2.280, -2.047, -4.562], [-3.267, -3.830, -5.961], [-2.151, -6.047, -6.176], [-0.015, -6.442, -4.960], [0.884, -4.735, -3.393], [0.091, -0.649, -0.091], [-1.083, -0.816, 2.094], [-2.859, -2.547, 2.401], [-3.537, -4.025, 0.506], [-2.353, -3.840, -1.681], [2.012, -0.680, -5.601], [2.908, 0.135, -7.768], [3.990, 2.374, -7.924], [4.111, 3.816, -5.893], [3.201, 3.035, -3.739], [3.938, 1.125, -1.106], [4.344, 3.083, 0.384], [2.615, 4.867, 0.575], [0.515, 4.738, -0.758], [0.108, 2.794, -2.229], [1.249, 0.420, 7.575]],
  "lowdin_spin": [0.32, 0.16, 0.09, 0.03, 0.04, 0.07, 0.02, 0.02, 0.03, 0.09, 0.01, 0.01, 0.00, 0.00, 0.00, 0.01, 0.00, 0.00, 0.00, 0.00, 0.00, 0.01, 0.00, 0.01, 0.01, 0.27, 0.28, 0.02, 0.02, 0.05, 0.01, 0.00, 0.01, 0.00, 0.01, 0.03, 0.02, 0.00, 0.02, 0.00, 0.02, 0.05, 0.02, 0.00, 0.03, 0.00, 0.02, 0.05, 0.01, 0.00, 0.01, 0.00, 0.01, 0.01, 0.01, 0.00, 0.00, 0.00, 0.00, 0.00, 0.00, 0.00, 0.00, 0.00, 0.00, 0.00, 0.00, 0.00, 0.00, 0.00, 0.00, 0.00, 0.00, 0.00, 0.00, 0.06],
  "lumo_ev": [-7.7, -8.3],
  "charge": 2,
  "orbital_gap_ev": [5.593, 4.929],
  "s2": 2.0216,
  "multiplicity": 3
}